No. 1
Density functional theory data (ωB97M-V/def2-TZVPD) for the molecule C23H29N3O3S in a non-equilibrium geometry.

Summary:
Structure (SMILES): CCN(CCCNS(=O)(=O)c1cc(-c2cc(C)no2)ccc1C)Cc1ccccc1
Energy relative to the best compared isomer or geometry (same formula, charge and spin) (kcal/mol): 63.3

Geometry as ORCA input:
```
! wB97M-V def2-TZVPD RIJCOSX def2/J DEFGRID3
* xyz 0 1
C 0.8047 4.0605 1.1031
C 0.6722 2.5346 1.0944
N 1.6469 1.8142 0.2894
C 3.0224 1.8883 0.7694
C 3.2837 0.9928 1.9861
C 3.2075 -0.4891 1.6163
N 1.8944 -0.8615 1.1236
S 0.7599 -1.2079 2.2978
O 1.2625 -2.2861 3.1010
O 0.3271 -0.0301 3.0047
C -0.5625 -1.7439 1.2128
C -1.6631 -0.9223 1.1145
C -2.7012 -1.2434 0.2391
C -3.8509 -0.3696 0.1147
C -5.0721 -0.5271 -0.4933
C -5.7406 0.6982 -0.2507
C -7.1062 1.0896 -0.6767
N -4.9692 1.5015 0.4356
O -3.8043 0.8572 0.6690
C -2.5994 -2.4135 -0.5146
C -1.4846 -3.2211 -0.4063
C -0.4326 -2.8986 0.4488
C 0.7975 -3.7339 0.5215
C 1.5351 2.0600 -1.1467
C 1.8226 0.7788 -1.8873
C 0.8816 -0.2454 -1.8652
C 1.1432 -1.4554 -2.4794
C 2.3524 -1.6589 -3.1236
C 3.2913 -0.6433 -3.1588
C 3.0265 0.5690 -2.5441
H -0.0128 4.4867 1.6778
H 0.7608 4.4613 0.0921
H 1.7395 4.3742 1.5614
H -0.3170 2.2659 0.7111
H 0.7321 2.1520 2.1145
H 3.6701 1.5472 -0.0431
H 3.3101 2.9228 1.0131
H 4.2791 1.2152 2.3751
H 2.5550 1.1947 2.7708
H 3.4120 -1.1198 2.4846
H 3.9352 -0.7219 0.8304
H 1.5373 -0.0909 0.5527
H -1.7054 -0.0354 1.7269
H -5.4501 -1.3773 -1.0201
H -7.8389 0.3978 -0.2644
H -7.1833 1.0596 -1.7624
H -7.3220 2.0945 -0.3270
H -3.3918 -2.6810 -1.1965
H -1.4209 -4.1196 -1.0030
H 1.6195 -3.2010 0.0439
H 0.6517 -4.6902 0.0252
H 1.0810 -3.8904 1.5590
H 0.5098 2.3703 -1.3615
H 2.2118 2.8590 -1.4855
H -0.0635 -0.0904 -1.3641
H 0.4003 -2.2388 -2.4560
H 2.5604 -2.6048 -3.6015
H 4.2334 -0.7943 -3.6654
H 3.7620 1.3609 -2.5833
*
```

=====

No. 2
Density functional theory data (ωB97M-V/def2-TZVPD) for a cluster of 4 separate species, C10H23BNO11 in total in a non-equilibrium geometry.

Geometry as ORCA input:
```
! wB97M-V def2-TZVPD RIJCOSX def2/J DEFGRID3
* xyz -1 1
B 0.2853 0.2980 3.0431
C 1.0944 -1.0468 2.5163
O 2.1305 -1.5753 3.4239
N 3.1080 -0.6837 3.7272
O 3.7197 -0.3126 2.7809
H -0.8870 0.0115 3.2114
H 0.2906 1.1095 2.1398
H 0.7544 0.8191 4.0245
H 1.4658 -0.8574 1.4937
H 0.3534 -1.8546 2.4130
C -3.7023 -5.2080 -0.3127
O -2.5529 -4.6157 0.2818
C -1.4679 -4.6454 -0.4912
O -1.4033 -5.1165 -1.5971
O -0.4773 -4.0664 0.1722
C 0.7617 -4.0227 -0.5376
H -4.5133 -5.1232 0.4064
H -3.9821 -4.6784 -1.2230
H -3.5274 -6.2626 -0.5244
H 0.6599 -3.4461 -1.4561
H 1.1144 -5.0310 -0.7552
H 1.4853 -3.5261 0.1038
C 1.6235 1.6661 -4.1376
O 1.3733 0.3876 -3.5622
C 0.2374 -0.1756 -3.9667
O -0.5453 0.2942 -4.7456
O 0.1244 -1.3507 -3.3543
C -1.0577 -2.0753 -3.6910
H 2.5689 2.0186 -3.7331
H 1.7088 1.5913 -5.2216
H 0.8394 2.3710 -3.8646
H -1.0783 -2.3069 -4.7557
H -1.9475 -1.5160 -3.4044
H -1.0399 -3.0085 -3.1320
C 1.9361 4.2417 3.3018
O 1.3529 5.4030 2.6947
C 0.2057 5.1668 2.0596
O -0.3464 4.1127 1.9625
O -0.2243 6.3272 1.5432
C -1.4512 6.2106 0.8328
H 2.8580 4.5601 3.7842
H 1.2722 3.8234 4.0561
H 2.1741 3.4889 2.5525
H -2.2479 5.8688 1.4928
H -1.3439 5.5332 -0.0137
H -1.7022 7.2022 0.4615
*
```

=====

No. 3
Density functional theory data (ωB97M-V/def2-TZVPD) for a cluster of 2 separate species, C4H10OS in total in a non-equilibrium geometry.

Summary:
Structure (SMILES): C=CO.CCS
Energy relative to the best compared isomer or geometry (same formula, charge and spin) (kcal/mol): 29.0

Geometry as ORCA input:
```
! wB97M-V def2-TZVPD RIJCOSX def2/J DEFGRID3
* xyz 0 1
C 2.2339 1.6807 1.2469
C 2.1969 0.4505 0.7355
O 3.2345 -0.3945 0.5234
H 1.2599 2.1201 1.3867
H 3.1530 2.2250 1.4128
H 1.2403 -0.0634 0.7783
H 4.0627 -0.0227 0.7960
C -1.1464 0.0924 -2.0191
C -2.2538 0.1988 -0.9719
S -1.9143 -1.0129 0.3413
H -0.2580 0.6955 -1.8639
H -0.7522 -0.9098 -2.1832
H -1.5360 0.3296 -3.0180
H -3.1463 -0.1889 -1.4532
H -2.3650 1.1944 -0.5581
H -3.1257 -1.0020 0.8821
*
```

=====

No. 4
Density functional theory data (ωB97M-V/def2-TZVPD) for the ion C3H5ClN2O3P with charge -1 in a non-equilibrium geometry.

Summary:
Structure (SMILES): C[P@](=O)([O-])ON(Cl)CC#N
Energy relative to the best compared isomer or geometry (same formula, charge and spin) (kcal/mol): 0.0

Geometry as ORCA input:
```
! wB97M-V def2-TZVPD RIJCOSX def2/J DEFGRID3
* xyz -1 1
C 0.8011 -2.1269 0.1153
P -0.2922 -1.2840 -1.1783
O -1.4285 -2.1940 -1.4554
O 0.5581 -0.6461 -2.2334
O -0.7871 -0.0115 -0.0499
N -1.8008 0.9102 -0.2953
Cl -2.3205 0.6614 -2.0116
C -1.2151 2.2252 -0.2263
C -0.8805 2.6148 1.1005
N -0.8362 3.1241 2.1452
H 1.7622 -1.5969 0.1870
H 0.2242 -2.1292 1.0900
H 0.9555 -3.0789 -0.1870
H -1.9652 2.9551 -0.6067
H -0.2875 2.0473 -0.9354
*
```

=====

No. 5
Density functional theory data (ωB97M-V/def2-TZVPD) for a structure of composition C17H19BiN8O3.

Geometry as ORCA input:
```
! wB97M-V def2-TZVPD RIJCOSX def2/J DEFGRID3
* xyz 2 1
Bi -1.1050 0.5385 1.0307
O 3.5787 2.9419 -1.1123
C 3.9549 1.7229 -0.7185
C 5.3255 1.4582 -0.7539
C 5.8084 0.2330 -0.3675
C 4.9459 -0.7836 0.0739
C 3.6030 -0.5344 0.1292
C 3.0708 0.7173 -0.2598
C 1.6477 0.9264 -0.1518
O 0.9054 -0.0117 0.3958
N 1.1044 2.0477 -0.6300
N -0.2290 2.0823 -0.4163
C -0.9794 2.9559 -0.9673
C -2.4248 2.8950 -0.7260
C -3.2873 3.8517 -1.2204
C -4.6454 3.7255 -0.9571
C -5.0968 2.6502 -0.2109
C -4.1740 1.7294 0.2518
N -2.8663 1.8445 -0.0079
H 2.6083 3.0101 -1.0957
H 5.9848 2.2435 -1.0998
H 6.8752 0.0492 -0.4070
H 5.3414 -1.7483 0.3613
H 2.9150 -1.3004 0.4632
H -0.5541 3.7128 -1.6207
H -2.9001 4.6822 -1.7969
H -5.3439 4.4631 -1.3317
H -6.1470 2.5228 0.0122
H -4.4835 0.8668 0.8314
C 1.3120 -1.8407 3.0840
C 0.3650 -2.5251 2.1502
C 0.6817 -3.9288 1.7481
O -0.6477 -1.9696 1.7309
H 1.0578 -2.1606 4.0997
H 1.2292 -0.7563 3.0325
H 2.3413 -2.1473 2.9008
H 1.5191 -3.8974 1.0413
H -0.1688 -4.4113 1.2740
H 1.0218 -4.5097 2.6073
N -3.8892 -3.2977 -1.4561
N -2.8347 -2.4862 -1.2334
N -1.6845 -2.6716 -1.8625
C -0.9745 -1.6445 -1.4307
N -1.7080 -0.8837 -0.6094
N -2.9078 -1.4527 -0.4725
H -3.6190 -4.1747 -1.8720
H -4.5734 -3.2865 -0.7174
H 0.0472 -1.4479 -1.7125
*
```

=====

No. 6
Density functional theory data (ωB97M-V/def2-TZVPD) for a cluster of 6 separate species, C34H68F3N3O17P2 in total in a non-equilibrium geometry.

Summary:
Structure (SMILES): CC(C)C[C@H](C)COCO[C@@](OC#N)([C@@H](NC[C@@H](O)C(F)(F)F)[PH2]=N)P(=O)(O)O.CCOC(C)=O.CCOC(C)=O.CCOC(C)=O.CCOC(C)=O.CCOC(C)=O

Geometry as ORCA input:
```
! wB97M-V def2-TZVPD RIJCOSX def2/J DEFGRID3
* xyz 0 1
C 3.3649 1.2781 -1.3565
C 2.5150 0.3464 -2.2446
C 3.4358 -0.4421 -3.2169
C 1.6416 -0.6237 -1.3833
C 0.1528 -0.2829 -1.5377
C -0.1120 1.1419 -1.0103
C -0.7163 -1.2993 -0.7458
O -1.3650 -2.2512 -1.5920
C -2.5661 -1.7925 -2.0913
O -3.6012 -2.4799 -1.3545
C -4.8895 -2.1555 -1.6759
O -5.7488 -3.1090 -0.9963
C -5.1893 -3.7608 -0.0200
N -4.8698 -4.2067 0.9926
C -5.3366 -0.7131 -1.1980
N -6.7836 -0.7793 -0.8140
C -7.6648 -0.0662 -1.7412
C -8.0862 1.3255 -1.2155
O -6.9961 2.0209 -0.6603
C -8.7215 2.1303 -2.3548
F -7.9594 2.1344 -3.4636
F -8.8826 3.4145 -1.9996
F -9.9298 1.6343 -2.6592
P -4.3856 -0.0640 0.2749
N -3.6612 1.3016 -0.0646
P -5.2627 -2.4754 -3.4958
O -4.4255 -3.5739 -3.9607
O -6.8105 -2.8494 -3.6730
O -4.8957 -1.1278 -4.3000
H 3.6878 0.7143 -0.4764
H 2.7996 2.1495 -1.0168
H 4.2312 1.6664 -1.8969
H 1.8809 0.9633 -2.8870
H 2.8696 -1.3043 -3.5754
H 4.3401 -0.7296 -2.6804
H 3.6564 0.1901 -4.0761
H 1.9498 -0.5143 -0.3447
H 1.8503 -1.6284 -1.7590
H -0.1012 -0.3953 -2.5978
H 0.1517 1.8856 -1.7637
H 0.4474 1.2845 -0.0965
H -1.1693 1.2480 -0.7619
H -0.0352 -1.8711 -0.1128
H -1.4060 -0.7952 -0.0659
H -2.6287 -0.7010 -1.9763
H -2.6125 -2.0464 -3.1520
H -5.2696 0.0282 -1.9928
H -6.8937 -0.3290 0.0867
H -7.2543 -0.0170 -2.7528
H -8.5957 -0.6433 -1.8354
H -8.8429 1.1924 -0.4437
H -6.4522 2.3795 -1.3722
H -3.5159 -1.0552 0.7650
H -5.3078 0.1729 1.3188
H -3.7862 1.5636 -1.0344
H -7.4113 -2.3631 -3.0892
H -5.6611 -0.6022 -4.5680
C 4.7474 1.6077 5.3337
C 4.4038 0.1872 4.9346
O 3.6789 0.1385 3.7065
C 4.2789 0.1428 2.4984
C 5.7505 0.4649 2.3995
O 3.6078 -0.0489 1.5214
H 5.4014 2.0829 4.6026
H 5.2479 1.6215 6.3027
H 3.8396 2.2084 5.3986
H 5.2866 -0.4525 4.8885
H 3.7360 -0.2522 5.6747
H 5.8620 1.5271 2.1879
H 6.1675 -0.1016 1.5722
H 6.3301 0.2169 3.2818
C -2.8895 1.6336 5.1239
C -1.3752 1.6037 5.0698
O -0.8982 0.8065 3.9869
C -0.7560 1.2795 2.7317
C -1.3464 2.6215 2.3647
O -0.2244 0.5917 1.9065
H -3.3146 2.0894 4.2295
H -3.2291 2.1992 5.9926
H -3.2837 0.6194 5.1890
H -0.9423 2.6049 5.0329
H -0.9842 1.1260 5.9673
H -2.3316 2.4626 1.9243
H -0.7037 3.0787 1.6161
H -1.4298 3.3181 3.1962
C -9.6149 -3.0597 5.3011
C -9.4706 -2.0211 4.2084
O -8.1287 -1.5410 4.1013
C -7.1753 -2.1682 3.3812
C -7.4315 -3.5583 2.8527
O -6.1185 -1.6168 3.2280
H -9.0150 -3.9459 5.0945
H -10.6568 -3.3654 5.4011
H -9.2759 -2.6517 6.2532
H -9.8288 -2.3840 3.2437
H -10.0664 -1.1432 4.4544
H -7.0306 -4.2919 3.5502
H -6.9074 -3.6532 1.9087
H -8.4824 -3.7717 2.6684
C 10.5564 -0.4852 -1.4037
C 11.1458 0.0161 -0.1014
O 10.1644 0.6598 0.7146
C 9.3486 -0.0059 1.5528
C 9.2668 -1.5127 1.4727
O 8.6516 0.6219 2.3018
H 9.7909 -1.2428 -1.2350
H 11.3351 -0.9177 -2.0327
H 10.0861 0.3377 -1.9424
H 11.6533 -0.7732 0.4552
H 11.8907 0.7833 -0.3059
H 8.4279 -1.7825 0.8315
H 9.0824 -1.8958 2.4735
H 10.1687 -1.9922 1.1007
C 8.5299 1.0598 -5.0718
C 7.1345 0.8402 -5.6204
O 6.1337 1.3950 -4.7683
C 5.7488 2.6866 -4.8136
C 6.5807 3.6819 -5.5902
O 4.7862 3.0235 -4.1844
H 8.7747 2.1200 -5.0054
H 9.2710 0.5751 -5.7085
H 8.6048 0.6449 -4.0663
H 7.0267 1.2152 -6.6397
H 6.9178 -0.2265 -5.6539
H 7.2727 4.1681 -4.9037
H 5.9110 4.4313 -6.0046
H 7.1408 3.2505 -6.4166
*
```

=====

no.,HOMO energy (eV)
1,-8.6
2,-4.6
3,-9.1
4,-5.3
5,-13.4
6,-8.6